1.
C27H46BrNP2PtS | wB97M-V/def2-TZVPD

XYZ file:
```
79
Properties=species:S:1:pos:R:3:mulliken_spin:R:1
N -6.948 5.199 -5.921 0.80
C -6.612 5.675 -4.713 0.01
C -5.617 5.092 -3.922 0.09
C -4.945 3.934 -4.396 -0.04
C -5.320 3.456 -5.673 0.10
C -6.314 4.131 -6.397 0.01
C -3.882 3.276 -3.638 0.05
Pt 1.409 -0.331 -1.543 0.51
P 3.618 -0.629 -1.186 0.25
C -3.104 2.278 -4.150 -0.02
C -1.990 1.747 -3.440 0.03
C -0.855 1.369 -4.196 0.01
C 0.362 1.279 -3.555 0.09
C 0.262 1.196 -2.159 0.30
C -0.771 1.667 -1.353 0.12
C -1.974 1.857 -2.030 -0.01
Br 1.418 0.134 0.989 0.35
H -3.699 3.665 -2.627 0.00
H -3.240 1.923 -5.170 0.00
H -5.371 5.526 -2.952 0.01
H -4.877 2.560 -6.118 0.01
H -7.159 6.551 -4.354 0.02
H -6.604 3.761 -7.381 0.02
H -0.963 1.235 -5.268 0.00
H -2.873 2.124 -1.479 0.01
H 1.333 1.163 -4.042 0.01
H -0.618 1.763 -0.282 0.02
P -0.158 -1.942 -1.340 0.11
C 4.101 1.129 -0.829 0.01
C 5.474 1.719 -1.142 0.01
H 3.877 1.273 0.238 0.00
H 3.376 1.774 -1.354 0.00
H 5.419 2.767 -0.824 0.00
H 6.304 1.265 -0.598 0.00
H 5.671 1.749 -2.218 0.00
C 4.004 -1.208 -2.878 0.01
C 5.208 -2.106 -3.179 0.04
H 4.063 -0.284 -3.469 0.00
H 3.132 -1.756 -3.271 -0.01
H 5.112 -2.362 -4.243 0.00
H 6.179 -1.626 -3.038 0.00
H 5.160 -3.053 -2.630 0.00
C 4.016 -1.936 0.053 0.01
C 5.118 -1.822 1.126 0.01
H 4.235 -2.820 -0.558 0.00
H 3.091 -2.149 0.610 0.01
H 4.792 -2.427 1.993 0.00
H 6.086 -2.261 0.827 0.00
H 5.272 -0.798 1.501 0.00
C -0.270 -2.799 0.247 0.04
C -1.165 -4.024 0.082 -0.02
H -0.678 -2.075 0.967 0.01
H 0.743 -3.055 0.572 0.00
H -2.188 -3.823 0.422 0.00
H -1.239 -4.394 -0.951 0.01
H -0.774 -4.857 0.676 0.00
C 0.560 -3.085 -2.556 0.02
C 0.001 -2.921 -3.963 -0.02
H 0.381 -4.081 -2.141 0.00
H 1.643 -2.911 -2.546 -0.01
H -0.950 -3.452 -4.082 0.00
H -0.152 -1.875 -4.255 0.01
H 0.715 -3.360 -4.670 0.00
C -1.868 -1.629 -1.839 0.01
C -2.815 -1.265 -0.680 -0.02
H -2.186 -2.557 -2.342 0.00
H -1.843 -0.827 -2.594 0.00
H -3.507 -0.479 -0.993 0.00
H -3.407 -2.132 -0.363 0.00
H -2.269 -0.886 0.193 0.03
C -2.979 0.295 3.411 -0.02
S -1.535 0.026 2.406 0.89
C -0.547 1.403 2.990 -0.01
H -3.859 0.087 2.806 0.02
H -2.997 1.318 3.774 0.00
H -2.931 -0.404 4.245 0.05
H -1.193 2.240 3.241 0.01
H 0.031 1.063 3.848 0.05
H 0.139 1.680 2.178 0.00
```

Total charge = +4
2S+1 = 5
Energy relative to the best compared isomer or geometry (same formula, charge and spin) = 0.0 kcal/mol
DFT total energy = -132892.701 eV
HOMO (spin up / spin down) = -18.364 / -18.684 eV

---

2.
C27H46Cl2F21N3O15S | wB97M-V/def2-TZVPD

XYZ file:
```
115
Properties=species:S:1:pos:R:3:mulliken_charge:R:1
N 1.761 -6.752 0.306 -0.39
H 1.435 -5.802 0.197 0.24
H 0.909 -7.294 0.283 0.39
H 2.256 -6.743 1.186 0.36
H 2.336 -6.948 -0.500 0.40
N -1.075 -2.883 5.981 -0.39
H -1.093 -3.195 5.021 0.32
H -0.248 -3.363 6.308 0.36
H -1.866 -3.212 6.517 0.41
H -0.990 -1.877 5.995 0.31
N 4.281 -3.607 4.735 -0.44
H 3.976 -2.844 4.149 0.31
H 4.127 -4.515 4.320 0.35
H 3.672 -3.740 5.530 0.37
H 5.256 -3.562 4.996 0.41
C -0.342 -0.358 0.726 0.51
F -1.501 -0.642 0.161 -0.17
F 0.409 0.181 -0.250 -0.19
F -0.550 0.496 1.754 -0.19
S 0.528 -1.955 1.439 0.94
O 1.753 -1.576 2.170 -0.64
O -0.507 -2.610 2.298 -0.65
O 0.884 -2.734 0.214 -0.60
C -1.418 -1.384 -4.716 -1.27
C -0.974 -2.795 -4.211 0.13
O -1.032 -3.649 -5.328 -0.33
C -2.198 -4.221 -5.693 0.43
O -3.247 -4.152 -5.051 -0.57
C -2.063 -4.980 -7.014 0.86
F -3.049 -4.499 -7.822 -0.24
F -0.844 -4.827 -7.576 -0.24
F -2.219 -6.240 -6.783 -0.22
H -1.054 -1.175 -5.722 0.36
H -1.106 -0.578 -4.052 0.38
H -2.488 -1.319 -4.915 0.34
H -1.577 -3.153 -3.377 0.10
H 0.066 -2.722 -3.895 0.25
C 1.396 9.770 0.184 -1.03
C -0.187 9.782 0.163 -0.26
O -0.704 8.465 0.080 -0.26
C -0.518 7.644 -1.066 0.40
O 0.198 7.965 -2.071 -0.52
C -1.149 6.221 -0.999 0.81
F -1.601 6.025 0.256 -0.25
F -2.091 6.051 -1.936 -0.21
F -0.143 5.312 -1.064 -0.25
H 1.814 9.683 -0.819 0.29
H 1.799 9.003 0.844 0.30
H 1.753 10.739 0.533 0.37
H -0.632 10.513 -0.513 0.30
H -0.547 10.139 1.127 0.29
C -5.343 -3.310 -1.188 -1.12
C -4.409 -4.224 -0.444 -0.01
O -4.670 -5.512 -0.924 -0.24
C -3.567 -6.417 -1.071 0.39
O -2.429 -6.301 -0.645 -0.57
C -4.066 -7.707 -1.801 0.84
F -3.366 -7.874 -2.893 -0.21
F -3.857 -8.789 -0.947 -0.25
F -5.401 -7.574 -2.034 -0.21
H -5.058 -3.248 -2.238 0.22
H -5.226 -2.283 -0.839 0.34
H -6.386 -3.622 -1.134 0.35
H -4.615 -4.291 0.624 0.23
H -3.412 -3.966 -0.799 0.24
C 7.581 4.535 -5.611 -1.06
C 6.687 4.104 -6.764 -0.22
O 5.657 3.249 -6.283 -0.30
C 4.562 3.689 -5.614 0.39
O 4.322 4.903 -5.396 -0.54
C 3.552 2.581 -5.263 0.85
F 2.357 2.958 -5.751 -0.23
F 3.864 1.306 -5.731 -0.24
F 3.515 2.537 -3.909 -0.24
H 7.712 3.656 -4.980 0.32
H 7.188 5.394 -5.068 0.29
H 8.532 4.886 -6.013 0.36
H 7.155 3.484 -7.527 0.30
H 6.219 4.941 -7.284 0.32
C -4.874 0.200 3.011 -0.97
C -5.212 1.755 3.179 -0.28
O -6.461 2.122 2.614 -0.31
C -6.500 2.460 1.300 0.43
O -5.603 2.277 0.489 -0.51
C -7.875 2.959 0.803 0.83
F -8.586 3.500 1.792 -0.26
F -7.758 3.881 -0.052 -0.24
F -8.593 1.985 0.238 -0.25
H -4.687 -0.192 2.011 0.27
H -5.695 -0.421 3.366 0.34
H -3.932 -0.070 3.490 0.28
H -4.455 2.450 2.815 0.33
H -5.194 2.018 4.237 0.34
C 3.662 1.362 5.603 -1.22
C 2.304 0.923 6.132 -0.10
O 1.731 2.008 6.835 -0.23
C 0.496 1.793 7.321 0.38
O -0.131 0.809 6.954 -0.58
C -0.012 2.691 8.443 0.88
F -0.028 2.068 9.593 -0.23
F 0.686 3.806 8.472 -0.22
F -1.269 2.977 8.126 -0.23
H 4.254 1.762 6.426 0.37
H 3.647 2.200 4.906 0.35
H 4.078 0.446 5.183 0.26
H 2.445 0.007 6.707 0.24
H 1.707 0.662 5.258 0.32
Cl 6.027 -2.197 0.686 -0.18
C 5.568 -3.233 -0.635 -0.17
C 5.069 -2.346 -1.831 -0.53
Cl 6.423 -1.608 -2.799 -0.17
H 4.695 -3.851 -0.429 0.08
H 6.389 -3.895 -0.912 0.37
H 4.480 -1.576 -1.334 0.31
H 4.511 -2.920 -2.571 0.30
```

Total charge = +2
Energy relative to the best compared isomer or geometry (same formula, charge and spin) = 46.4 kcal/mol
DFT total energy = -156856.841 eV
HOMO = -13.012 eV

---

3.
C27H47AsN3O16P2RbSi3 | wB97M-V/def2-TZVPD

XYZ file:
```
100
Properties=species:S:1:pos:R:3:mulliken_charge:R:1
Rb 0.493 0.322 -0.273 1.31
C 3.126 -1.379 4.504 -1.83
C 2.452 -0.838 3.252 1.17
O 2.936 0.485 3.004 -0.61
P 0.651 -0.649 3.505 -0.11
O 0.497 0.275 4.793 -0.62
O 0.148 -2.045 4.101 -0.57
O -0.114 -0.156 2.343 0.22
P 2.847 -1.872 1.752 0.92
O 1.447 -2.763 1.666 -0.31
O 3.950 -2.835 1.998 -0.88
O 2.882 -0.868 0.642 -0.92
H 2.935 -0.718 5.351 0.43
H 4.197 -1.440 4.317 0.41
H 2.765 -2.379 4.741 0.28
H 3.004 0.546 2.034 0.44
H 0.474 1.201 4.489 0.42
H 0.333 -2.714 3.417 0.32
H 1.697 -3.631 1.327 0.22
C -0.993 -5.343 1.481 -0.68
Si -2.519 -4.339 1.030 0.26
C -3.868 -5.567 0.558 -1.12
C -3.079 -3.411 2.560 -0.89
As -1.893 -2.797 -0.611 0.62
Si -3.674 -1.249 -0.535 -0.40
C -3.570 -0.300 -2.138 -0.96
C -3.394 -0.159 0.956 -0.28
C -5.383 -2.026 -0.357 -0.92
Si -2.337 -3.941 -2.618 0.49
C -1.898 -2.841 -4.064 -0.92
C -4.113 -4.519 -2.885 -1.18
C -1.253 -5.481 -2.586 -0.98
H -1.236 -6.124 2.207 0.38
H -0.236 -4.691 1.923 -0.16
H -0.551 -5.816 0.602 0.28
H -4.137 -6.174 1.429 0.40
H -3.526 -6.242 -0.230 0.28
H -4.765 -5.060 0.201 0.30
H -3.136 -4.089 3.417 0.42
H -4.067 -2.967 2.417 0.27
H -2.388 -2.603 2.810 0.10
H -2.555 0.058 -2.328 0.24
H -4.230 0.569 -2.109 0.43
H -3.857 -0.930 -2.985 0.32
H -2.364 0.191 1.007 -0.30
H -3.610 -0.690 1.884 0.41
H -4.040 0.721 0.887 0.36
H -5.615 -2.715 -1.171 0.21
H -6.135 -1.231 -0.357 0.34
H -5.474 -2.572 0.585 0.21
H -2.804 -2.446 -4.530 0.40
H -1.352 -3.401 -4.827 0.48
H -1.282 -1.979 -3.806 -0.17
H -4.792 -3.668 -2.967 0.24
H -4.477 -5.171 -2.089 0.26
H -4.159 -5.069 -3.831 0.40
H -0.203 -5.211 -2.456 0.18
H -1.350 -6.029 -3.527 0.41
H -1.533 -6.153 -1.770 0.21
O -2.484 6.622 4.377 -0.67
N -3.161 6.430 3.376 1.02
O -4.174 7.070 3.119 -0.67
C -2.771 5.382 2.477 -0.65
C -1.640 4.621 2.747 -0.24
C -1.255 3.648 1.866 -0.30
C -1.984 3.278 0.655 0.68
O -1.657 2.387 -0.123 -0.36
C -3.172 4.116 0.499 -0.11
C -3.530 5.131 1.334 -0.42
N -4.070 3.868 -0.627 0.87
O -4.508 4.839 -1.227 -0.63
O -4.371 2.719 -0.871 -0.50
N -0.011 2.961 2.184 1.30
O 0.715 2.631 1.271 -0.67
O 0.261 2.806 3.370 -0.79
H -1.056 4.809 3.635 0.62
H -4.405 5.727 1.120 0.54
C 6.468 -2.454 -3.953 -1.45
C 5.046 -1.963 -4.024 0.87
C 4.683 -0.925 -4.871 -0.98
C 3.375 -0.454 -4.932 1.24
C 3.018 0.671 -5.868 -1.54
C 2.402 -1.023 -4.110 0.83
C 2.750 -2.068 -3.248 1.12
C 1.730 -2.674 -2.320 -0.38
C 4.061 -2.529 -3.224 -1.39
C 0.962 -0.506 -4.151 -0.40
O 0.345 -0.678 -5.219 -0.76
O 0.543 0.023 -3.090 -0.69
H 7.099 -1.933 -4.677 0.34
H 6.532 -3.525 -4.161 0.32
H 6.892 -2.290 -2.960 0.29
H 5.439 -0.466 -5.504 0.18
H 3.886 0.975 -6.457 0.36
H 2.659 1.539 -5.310 0.28
H 2.207 0.370 -6.530 0.31
H 0.750 -2.735 -2.791 -0.32
H 1.631 -2.047 -1.433 -0.37
H 2.041 -3.670 -1.998 0.48
H 4.323 -3.333 -2.543 0.36
```

Total charge = -2
Energy relative to the best compared isomer or geometry (same formula, charge and spin) = 1.2 kcal/mol
DFT total energy = -169704.353 eV
HOMO = -3.372 eV

---

4.
C27H47BIN9O2Pt | wB97M-V/def2-TZVPD

XYZ file:
```
88
Properties=species:S:1:pos:R:3:mulliken_spin:R:1
Pt -1.399 -0.099 0.796 1.72
C -4.110 -1.920 2.726 0.01
C -4.062 -2.038 1.241 0.00
C -4.936 -2.724 0.392 0.00
C -4.469 -2.514 -0.891 -0.01
C -5.019 -3.011 -2.184 0.00
N -3.370 -1.737 -0.806 -0.05
N -3.123 -1.451 0.505 0.21
B -2.447 -1.205 -1.923 -0.02
N -0.996 -1.709 -1.654 -0.07
N -0.422 -1.523 -0.437 0.30
C 0.642 -2.314 -0.339 -0.02
C 1.404 -2.479 0.931 0.02
C 0.785 -3.011 -1.544 -0.01
C -0.275 -2.615 -2.343 -0.01
C -0.640 -3.081 -3.712 0.00
N -2.492 0.345 -1.904 -0.08
N -2.346 1.015 -0.730 0.22
C -2.701 2.285 -0.915 0.01
C -2.706 3.284 0.191 0.02
C -3.086 2.444 -2.249 0.00
C -2.954 1.200 -2.839 -0.01
C -3.277 0.787 -4.235 0.00
H -4.809 -2.646 3.134 0.00
H -4.446 -0.927 3.029 0.00
H -3.132 -2.108 3.169 0.00
H -5.799 -3.301 0.681 0.00
H -5.916 -3.595 -1.995 0.00
H -4.302 -3.647 -2.704 0.00
H -5.281 -2.187 -2.848 0.00
H -2.798 -1.588 -2.991 0.00
H 1.182 -1.672 1.628 -0.02
H 2.478 -2.490 0.748 0.00
H 1.138 -3.430 1.394 0.00
H 1.523 -3.760 -1.778 0.00
H 0.085 -3.816 -4.051 0.00
H -0.657 -2.256 -4.424 0.00
H -1.626 -3.544 -3.720 0.00
H -2.930 2.800 1.142 -0.01
H -3.466 4.040 0.004 0.00
H -1.743 3.786 0.290 0.00
H -3.456 3.343 -2.712 0.00
H -3.601 1.655 -4.804 0.00
H -4.079 0.050 -4.251 0.00
H -2.414 0.347 -4.734 0.00
C 0.362 0.541 4.850 0.07
C -0.180 1.031 3.496 -0.08
C -0.829 2.404 3.631 0.03
C -1.145 0.006 2.972 0.57
H 1.069 1.270 5.251 0.01
H 0.870 -0.421 4.759 0.00
H -0.445 0.428 5.575 0.00
H 0.658 1.108 2.798 0.03
H -1.689 2.357 4.303 0.00
H -1.161 2.774 2.662 -0.01
H -0.125 3.127 4.044 0.00
H -2.163 0.074 3.354 0.03
H -0.770 -1.028 3.001 0.02
N 0.576 1.799 -1.633 0.01
C 0.675 2.454 -0.456 -0.01
O 0.230 2.028 0.599 0.08
C 1.340 3.812 -0.511 0.01
I 3.475 3.676 -0.511 0.00
H -0.002 0.970 -1.671 0.01
H 0.744 2.285 -2.498 0.00
H 1.078 4.381 0.374 0.00
H 1.082 4.364 -1.411 0.00
C 3.610 -0.259 -2.023 0.01
N 4.451 0.069 -0.910 0.74
C 5.856 0.323 -1.121 -0.01
C 6.641 0.029 0.141 0.02
C 6.034 0.799 1.291 0.00
N 4.600 0.530 1.410 0.11
C 3.992 0.865 2.696 -0.01
C 3.777 0.287 0.386 -0.02
O 2.574 0.212 0.390 0.04
H 4.142 -0.947 -2.680 0.02
H 3.418 0.668 -2.583 0.06
H 2.662 -0.654 -1.669 -0.01
H 5.935 1.390 -1.388 0.05
H 6.185 -0.250 -1.988 0.01
H 7.677 0.328 -0.006 0.00
H 6.630 -1.043 0.346 0.00
H 6.187 1.877 1.170 0.01
H 6.496 0.506 2.233 0.00
H 4.504 0.315 3.485 0.00
H 2.941 0.597 2.680 0.00
H 4.086 1.937 2.879 0.01
```

Total charge = +2
2S+1 = 5
Energy relative to the best compared isomer or geometry (same formula, charge and spin) = 9.8 kcal/mol
DFT total energy = -58277.992 eV
HOMO (spin up / spin down) = -12.947 / -13.375 eV

---

5.
C27H47N3O7S | wB97M-V/def2-TZVPD

XYZ file:
```
85
Properties=species:S:1:pos:R:3:mulliken_spin:R:1
C -1.955 3.027 4.057 0.00
C -2.756 1.603 3.778 0.00
O -2.048 0.837 2.742 0.00
C -2.262 1.383 1.392 0.00
C -0.899 1.928 0.658 0.00
C 0.427 2.542 1.473 0.00
C 1.683 2.979 0.534 0.00
N 1.875 2.933 -0.943 0.00
C 0.714 2.442 -1.737 0.00
C -0.640 1.950 -0.983 0.00
C -2.943 0.063 0.624 0.00
O -4.425 0.143 0.471 0.00
S -4.617 1.845 0.311 0.00
O -4.258 2.198 -1.153 0.00
O -6.010 2.339 0.776 0.00
O -3.267 2.440 1.174 0.00
H -0.872 2.758 4.481 0.00
H -1.772 3.592 3.033 0.00
H -2.470 3.683 4.878 0.00
H -3.907 1.732 3.603 0.00
H -2.650 0.985 4.793 0.00
H 0.436 2.631 2.654 0.00
H 2.623 3.396 1.144 0.00
H 0.813 2.387 -2.919 0.00
H -1.531 1.571 -1.673 0.00
H -2.583 -0.186 -0.462 0.00
H -2.847 -0.960 1.227 0.00
C 5.756 4.075 -3.596 0.01
C 6.162 3.930 -2.103 0.02
C 7.499 4.673 -1.830 0.02
C 8.734 3.944 -2.351 -0.02
C 8.761 2.497 -1.870 0.02
C 7.455 1.728 -2.197 0.02
N 6.225 2.469 -1.754 0.28
O 6.143 2.358 -0.356 0.65
C 7.394 1.448 -3.724 0.01
C 7.548 0.299 -1.573 -0.01
C 5.037 4.696 -1.329 -0.02
H 5.177 3.213 -3.944 -0.01
H 5.117 4.951 -3.766 0.00
H 6.617 4.207 -4.257 0.00
H 7.625 4.822 -0.749 0.00
H 7.467 5.677 -2.271 0.00
H 8.768 3.984 -3.444 0.00
H 9.635 4.460 -2.000 0.00
H 9.624 1.988 -2.319 0.00
H 8.940 2.492 -0.786 0.00
H 6.448 0.967 -4.001 -0.01
H 8.202 0.771 -4.029 0.00
H 7.516 2.337 -4.340 0.00
H 7.712 0.320 -0.490 0.00
H 8.390 -0.261 -1.998 0.00
H 6.636 -0.279 -1.770 0.00
H 4.063 4.214 -1.472 0.01
H 4.951 5.729 -1.686 0.00
H 5.235 4.766 -0.253 0.00
C -6.306 -6.706 1.597 0.01
C -5.622 -5.465 2.236 0.03
C -6.646 -4.307 2.401 0.02
C -6.986 -3.587 1.099 -0.02
C -5.722 -3.150 0.367 0.03
C -4.723 -4.314 0.139 0.03
N -4.433 -5.079 1.401 0.29
O -3.591 -4.284 2.195 0.63
C -5.286 -5.266 -0.951 0.01
C -3.428 -3.739 -0.520 -0.01
C -5.230 -5.947 3.673 -0.01
H -5.598 -7.301 1.010 -0.01
H -6.711 -7.388 2.355 0.00
H -7.152 -6.440 0.958 0.00
H -6.251 -3.563 3.106 0.00
H -7.573 -4.686 2.849 0.00
H -7.597 -4.229 0.456 0.00
H -7.599 -2.706 1.321 0.00
H -6.003 -2.699 -0.593 0.00
H -5.241 -2.349 0.945 0.00
H -4.637 -6.141 -1.087 -0.01
H -5.348 -4.757 -1.921 0.00
H -6.295 -5.621 -0.747 0.00
H -2.960 -2.952 0.082 0.00
H -3.651 -3.285 -1.493 0.00
H -2.686 -4.529 -0.688 0.00
H -4.498 -6.761 3.628 0.00
H -6.108 -6.320 4.213 0.00
H -4.816 -5.143 4.292 0.00
```

Total charge = 0
2S+1 = 3
DFT total energy = -58383.662 eV
HOMO (spin up / spin down) = -8.952 / -9.124 eV

---

> What is the total charge in the first record?

+4

---

> Look up the DFT total energy of the second one.

-156856.841 eV

---

> Which formula does entry 3 have?

C27H47AsN3O16P2RbSi3

---

> The highest DFT total energy belongs to which entry?

C27H47BIN9O2Pt